{"formula": "H2N2O3", "method": "wB97M-V/def2-TZVPD", "symbols": ["N", "N", "O", "O", "O", "H", "H"], "positions_angstrom": [[0.252, 1.484, -0.865], [-0.694, 1.982, -0.582], [-1.648, 2.535, -0.258], [-0.117, -1.087, 0.141], [1.101, -1.102, 0.816], [-0.076, -1.871, -0.567], [1.183, -1.942, 1.314]], "fmax_ev_per_a": 3.820, "charge": 0, "total_energy_ha": -336.253868, "lumo_energy_ev": 0.690, "homo_energy_ev": -10.5517, "smiles": "N#[N+][O-].OO", "relative_energy_kcal_mol": 7.03}


{"formula": "C8H12F5P", "method": "wB97M-V/def2-TZVPD", "symbols": ["C", "C", "C", "C", "C", "C", "C", "C", "F", "F", "F", "F", "F", "P", "H", "H", "H", "H", "H", "H", "H", "H", "H", "H", "H", "H"], "positions_angstrom": [[0.929, -1.488, 0.159], [0.065, -0.278, 0.230], [2.418, -1.154, 0.493], [2.990, -0.219, -0.606], [2.425, 1.113, -0.705], [-0.371, 0.223, 1.509], [-1.980, -0.864, -1.208], [-0.829, 0.134, -1.009], [3.185, -2.208, 0.669], [2.410, -0.441, 1.639], [2.891, -0.995, -1.729], [4.347, -0.149, -0.329], [1.773, 1.415, -1.861], [2.273, 2.268, 0.642], [0.690, -2.198, 0.968], [0.780, -1.727, -0.917], [0.334, 0.725, 2.061], [-0.767, -0.742, 1.995], [-1.170, 0.942, 1.392], [-1.618, -1.910, -0.996], [-2.515, -0.719, -2.123], [-2.608, -0.716, -0.358], [-1.175, 1.131, -0.780], [-0.111, 0.192, -1.819], [2.243, 3.395, -0.377], [3.628, 2.586, 0.959]], "fmax_ev_per_a": 3.299, "charge": 0, "total_energy_ha": -1152.551213, "lumo_energy_ev": [-0.544, 0.243], "homo_energy_ev": [-7.7011, -8.3425], "relative_energy_kcal_mol": 55.60}


{"formula": "C39H39N5NaO2", "method": "wB97M-V/def2-TZVPD", "symbols": ["Na", "O", "C", "O", "C", "C", "C", "N", "C", "C", "C", "C", "C", "C", "C", "N", "C", "C", "C", "C", "C", "N", "H", "H", "H", "H", "H", "H", "H", "H", "H", "H", "C", "C", "C", "C", "C", "H", "H", "H", "H", "H", "C", "C", "C", "C", "C", "C", "C", "N", "C", "C", "C", "C", "C", "C", "C", "N", "C", "C", "C", "C", "H", "H", "H", "H", "H", "H", "H", "H", "H", "H", "H", "H", "H", "H", "H", "H", "H", "H", "H", "H", "H", "H", "H", "H"], "positions_angstrom": [[-2.022, -1.734, 1.267], [-4.831, 1.551, -4.538], [-4.722, 2.121, -3.449], [-4.975, 3.281, -3.116], [-4.140, 1.214, -2.292], [-3.859, -0.127, -2.500], [-3.319, -0.883, -1.455], [-3.005, -0.339, -0.287], [-3.233, 0.955, -0.087], [-3.842, 1.757, -1.053], [-2.771, 1.480, 1.204], [-2.703, 2.855, 1.458], [-2.209, 3.293, 2.670], [-1.811, 2.352, 3.606], [-1.950, 1.012, 3.278], [-2.400, 0.586, 2.117], [-2.938, -2.288, -1.661], [-3.556, -3.075, -2.638], [-3.053, -4.335, -2.898], [-1.951, -4.777, -2.179], [-1.442, -3.943, -1.194], [-1.922, -2.745, -0.933], [-4.039, -0.529, -3.485], [-4.101, 2.793, -0.892], [-3.029, 3.573, 0.724], [-2.139, 4.353, 2.878], [-1.410, 2.643, 4.566], [-1.698, 0.241, 3.989], [-4.403, -2.697, -3.189], [-3.496, -4.956, -3.663], [-1.510, -5.741, -2.373], [-0.599, -4.252, -0.591], [-3.662, -3.392, 2.228], [-2.493, -4.124, 2.027], [-1.537, -3.680, 2.947], [-2.123, -2.677, 3.718], [-3.437, -2.499, 3.277], [-4.603, -3.540, 1.715], [-2.367, -4.947, 1.336], [-0.552, -4.106, 3.101], [-1.676, -2.196, 4.579], [-4.166, -1.830, 3.713], [4.311, 1.350, -3.446], [3.053, 0.745, -4.074], [2.491, 1.764, -5.074], [3.441, -0.551, -4.800], [1.994, 0.407, -3.038], [0.708, 0.049, -3.443], [-0.240, -0.264, -2.484], [-0.003, -0.263, -1.190], [1.221, 0.062, -0.777], [2.239, 0.402, -1.674], [1.453, 0.040, 0.672], [2.435, 0.849, 1.260], [2.625, 0.833, 2.632], [1.806, -0.029, 3.363], [0.860, -0.794, 2.699], [0.678, -0.769, 1.395], [3.603, 1.755, 3.343], [2.772, 2.855, 4.022], [4.599, 2.424, 2.391], [4.417, 0.970, 4.382], [5.014, 1.624, -4.231], [4.804, 0.636, -2.789], [4.064, 2.246, -2.881], [3.264, 2.057, -5.781], [2.149, 2.651, -4.548], [1.655, 1.360, -5.636], [4.146, -0.342, -5.602], [2.564, -1.036, -5.224], [3.906, -1.241, -4.098], [0.444, 0.009, -4.487], [-1.246, -0.522, -2.782], [3.214, 0.648, -1.290], [3.018, 1.501, 0.630], [1.887, -0.096, 4.437], [0.217, -1.472, 3.240], [2.216, 3.413, 3.269], [3.418, 3.545, 4.563], [2.056, 2.425, 4.718], [4.092, 3.038, 1.651], [5.205, 1.679, 1.880], [5.262, 3.071, 2.962], [3.787, 0.558, 5.165], [5.154, 1.621, 4.850], [4.942, 0.147, 3.899]], "fmax_ev_per_a": 1.022, "charge": -1, "total_energy_ha": -2096.264106, "lumo_energy_ev": 1.858, "homo_energy_ev": -4.2709, "relative_energy_kcal_mol": 20.28}


{"formula": "C21H43BO2P2V", "method": "wB97M-V/def2-TZVPD", "symbols": ["P", "P", "C", "C", "H", "H", "H", "H", "C", "H", "H", "H", "C", "H", "H", "H", "C", "H", "H", "H", "C", "H", "H", "H", "V", "C", "C", "C", "C", "C", "C", "C", "C", "C", "H", "H", "H", "H", "H", "H", "H", "H", "H", "H", "H", "H", "H", "H", "H", "C", "C", "C", "O", "B", "O", "C", "C", "C", "H", "H", "H", "H", "H", "H", "H", "H", "H", "H", "H", "H"], "positions_angstrom": [[3.609, -4.220, -3.873], [0.789, -5.685, -3.558], [3.480, -6.009, -4.386], [2.042, -6.421, -4.727], [3.847, -6.613, -3.547], [4.151, -6.192, -5.237], [1.787, -6.072, -5.735], [1.939, -7.515, -4.727], [0.588, -7.115, -2.390], [-0.265, -6.925, -1.731], [1.479, -7.209, -1.761], [0.423, -8.060, -2.921], [-0.734, -5.945, -4.587], [-0.817, -6.977, -4.950], [-0.714, -5.267, -5.446], [-1.622, -5.707, -3.992], [5.281, -4.284, -3.069], [5.610, -3.268, -2.830], [6.032, -4.758, -3.713], [5.213, -4.844, -2.131], [4.106, -3.475, -5.500], [3.252, -3.469, -6.183], [4.934, -4.022, -5.967], [4.412, -2.435, -5.341], [0.000, 0.000, 0.000], [-1.002, -1.486, -1.323], [-0.531, -2.180, -0.214], [0.722, -3.041, -0.193], [1.981, -2.277, 0.283], [2.052, -0.843, -0.195], [1.683, -0.377, -1.453], [1.213, -1.252, -2.602], [-0.327, -1.393, -2.673], [0.742, 1.810, 0.698], [-2.046, -1.180, -1.312], [-1.233, -2.342, 0.601], [0.890, -3.472, -1.183], [0.554, -3.885, 0.485], [1.987, -2.255, 1.378], [2.886, -2.825, -0.021], [2.663, -0.186, 0.420], [2.005, 0.627, -1.720], [1.683, -2.237, -2.532], [1.563, -0.812, -3.542], [-0.738, -0.516, -3.183], [-0.592, -2.264, -3.292], [0.021, 2.620, 0.547], [1.687, 2.078, 0.207], [0.925, 1.722, 1.777], [-2.992, 1.495, 4.283], [-3.138, 1.127, 2.790], [-4.475, 0.353, 2.629], [-2.094, 0.264, 2.413], [-1.924, 0.595, 0.991], [-2.592, 1.841, 0.589], [-3.015, 2.368, 1.823], [-4.341, 3.133, 1.629], [-1.964, 3.404, 2.305], [-3.063, 0.584, 4.915], [-3.788, 2.205, 4.592], [-2.002, 1.947, 4.497], [-4.462, -0.562, 3.259], [-5.336, 0.973, 2.958], [-4.638, 0.042, 1.576], [-4.708, 3.536, 2.597], [-4.195, 3.982, 0.926], [-5.124, 2.484, 1.186], [-0.992, 2.925, 2.525], [-1.810, 4.188, 1.532], [-2.298, 3.913, 3.234]], "spin_multiplicity": 4, "fmax_ev_per_a": 3.276, "charge": 0, "total_energy_ha": -2627.892628, "lumo_energy_ev": [0.417, -0.087], "homo_energy_ev": [-7.5194, -7.3925], "s2": 3.777}


{"formula": "C16H15ClN2O2SeW", "method": "wB97M-V/def2-TZVPD", "symbols": ["Cl", "C", "C", "C", "H", "C", "C", "H", "H", "H", "C", "W", "C", "C", "O", "O", "H", "H", "H", "C", "N", "C", "Se", "N", "C", "C", "C", "C", "C", "C", "H", "H", "H", "H", "H", "H", "H", "H"], "positions_angstrom": [[1.684, -3.210, -0.885], [-1.945, -2.919, -2.691], [-2.909, -2.349, -1.832], [-2.782, -2.963, -0.558], [-3.613, -1.576, -2.091], [-1.728, -3.908, -0.622], [-1.234, -3.891, -1.953], [-0.380, -4.445, -2.297], [-1.776, -2.655, -3.722], [-3.376, -2.742, 0.313], [-1.253, -4.799, 0.471], [-0.783, -1.666, -0.932], [-1.686, 0.010, -0.620], [0.476, -0.563, -1.951], [-2.235, 1.033, -0.437], [1.280, 0.042, -2.541], [-1.331, -4.307, 1.439], [-0.210, -5.063, 0.306], [-1.840, -5.720, 0.515], [2.851, 1.083, -0.341], [1.741, 1.491, 0.517], [0.797, 0.735, 1.160], [0.712, -1.040, 1.189], [-0.019, 1.510, 1.921], [0.421, 2.769, 1.746], [-0.045, 3.945, 2.335], [0.611, 5.148, 2.005], [1.699, 5.146, 1.102], [2.148, 3.941, 0.530], [1.481, 2.763, 0.884], [2.872, -0.015, -0.479], [3.811, 1.400, 0.116], [2.762, 1.588, -1.327], [-0.797, 1.195, 2.544], [-0.872, 3.938, 3.032], [0.285, 6.081, 2.448], [2.195, 6.077, 0.856], [2.988, 3.935, -0.152]], "spin_multiplicity": 3, "fmax_ev_per_a": 7.861, "charge": 2, "total_energy_ha": -3806.794991, "lumo_energy_ev": [-9.364, -10.409], "homo_energy_ev": [-15.1123, -15.1083], "s2": 2.029}


{"formula": "Br2H2N2O2S", "method": "wB97M-V/def2-TZVPD", "symbols": ["N", "N", "O", "O", "S", "Br", "Br", "H", "H"], "positions_angstrom": [[-0.111, -0.045, -0.307], [1.441, -2.344, 0.386], [-0.107, -1.978, -1.918], [-1.416, -2.220, 0.293], [-0.316, -1.708, -0.500], [2.672, -1.415, -0.519], [1.348, -4.080, -0.015], [-0.730, 0.234, 0.429], [-0.506, 0.221, -1.215]], "spin_multiplicity": 3, "fmax_ev_per_a": 2.498, "charge": 0, "total_energy_ha": -5807.168455, "lumo_energy_ev": [-0.260, -3.469], "homo_energy_ev": [-6.4062, -10.6586], "s2": 2.008, "relative_energy_kcal_mol": 39.23}


{"formula": "C4H8O2S2", "method": "wB97M-V/def2-TZVPD", "symbols": ["C", "C", "C", "C", "O", "O", "S", "S", "H", "H", "H", "H", "H", "H", "H", "H"], "positions_angstrom": [[2.046, -0.079, 0.553], [-2.623, 0.010, 0.262], [0.330, -0.818, -0.784], [-1.468, 0.853, -0.282], [4.803, -0.799, 0.757], [-0.515, 0.170, -1.225], [2.869, 1.472, 0.315], [3.790, -0.329, -0.169], [1.777, -0.273, 1.580], [-2.913, -0.711, -0.420], [-2.455, -0.501, 1.239], [-3.503, 0.718, 0.430], [-0.154, -1.514, -0.096], [0.759, -1.236, -1.681], [-0.853, 1.331, 0.501], [-1.890, 1.706, -0.979]], "fmax_ev_per_a": 2.846, "charge": 0, "total_energy_ha": -1103.897779, "lumo_energy_ev": 0.367, "homo_energy_ev": -8.1880, "relative_energy_kcal_mol": 119.98}


{"formula": "C2H7N2O2", "method": "wB97M-V/def2-TZVPD", "symbols": ["C", "C", "N", "N", "O", "O", "H", "H", "H", "H", "H", "H", "H"], "positions_angstrom": [[-0.196, 1.102, 0.671], [0.947, -1.301, -0.708], [-1.166, 1.766, 0.147], [-0.148, 0.603, 1.845], [-0.260, -1.170, -1.263], [1.707, -2.008, -1.580], [-1.913, 2.153, 0.800], [-1.363, 2.031, -0.794], [0.583, -0.125, 1.848], [0.555, 0.421, -0.148], [-0.950, 0.814, 2.517], [-0.282, -1.850, -1.991], [2.486, -2.436, -1.344]], "fmax_ev_per_a": 6.507, "charge": 1, "total_energy_ha": -340.065126, "lumo_energy_ev": -3.426, "homo_energy_ev": -14.0505, "relative_energy_kcal_mol": 72.15}


- Among the records above, which one has the highest charge?
  C16H15ClN2O2SeW